1.
Formula: C9H23NO5P
Source: OMol25
Level of theory: ωB97M-V/def2-TZVPD

- frontier orbital gap (eV) = 7.57
- lowest unoccupied orbital energy (eV) = -3.924
- 2S+1 = 1
- E_tot (eV) = -30716.989
- total charge = +1
- HOMO level (eV) = -11.49

Last columns: bonded neighbours and bond lengths (Å).
Geometry (Å):
1 O -2.005 -1.988 -1.395  P2 1.452
2 P -0.625 -2.436 -1.346  O1 1.452, O3 1.608, O4 1.599, C5 1.832
3 O -0.287 -3.434 -0.132  P2 1.608, H11 0.962
4 O -0.157 -3.219 -2.659  P2 1.599, H12 0.961
5 C 0.450 -0.962 -1.171  P2 1.832, C6 1.524, H13 1.092, H14 1.094
6 C 1.750 -0.824 -0.387  C5 1.524, C7 1.536, N10 1.540, H15 1.090
7 C 1.651 -0.629 1.133  C6 1.536, C8 1.526, H16 1.091, H17 1.090
8 C 1.909 -2.005 1.739  C7 1.526, C9 1.523, H18 1.089, H19 1.088
9 C 2.935 -2.671 0.832  C8 1.523, N10 1.531, H20 1.088, H21 1.088
10 N 2.770 -1.971 -0.519  C6 1.540, C9 1.531, H22 1.018, H23 1.019
11 H 0.207 -4.237 -0.321  O3 0.962
12 H 0.620 -3.784 -2.664  O4 0.961
13 H -0.217 -0.248 -0.684  C5 1.092
14 H 0.582 -0.605 -2.196  C5 1.094
15 H 2.268 0.037 -0.810  C6 1.090
16 H 2.408 0.096 1.437  C7 1.091
17 H 0.671 -0.249 1.419  C7 1.090
18 H 0.986 -2.582 1.688  C8 1.089
19 H 2.217 -1.986 2.782  C8 1.088
20 H 3.977 -2.547 1.122  C9 1.088
21 H 2.752 -3.736 0.703  C9 1.088
22 H 2.577 -2.621 -1.277  N10 1.018
23 H 3.658 -1.531 -0.755  N10 1.019
24 C -3.186 4.078 0.970  O25 1.418, H30 1.088, H31 1.093, H32 1.094
25 O -2.649 3.904 -0.331  C24 1.418, C26 1.411
26 C -1.240 3.852 -0.372  O25 1.411, C27 1.516, H33 1.096, H34 1.094
27 C -0.731 2.429 -0.485  C26 1.516, O28 1.420, H35 1.096, H36 1.097
28 O -1.047 1.642 0.654  C27 1.420, C29 1.427
29 C -2.211 0.836 0.480  O28 1.427, H37 1.091, H38 1.090, H39 1.089
30 H -4.253 3.871 0.906  C24 1.088
31 H -2.729 3.396 1.691  C24 1.093
32 H -3.047 5.107 1.315  C24 1.094
33 H -0.805 4.332 0.511  C26 1.096
34 H -0.910 4.408 -1.255  C26 1.094
35 H 0.361 2.457 -0.578  C27 1.096
36 H -1.144 1.969 -1.392  C27 1.097
37 H -1.959 -0.030 -0.135  C29 1.091
38 H -3.029 1.387 0.017  C29 1.090
39 H -2.518 0.495 1.468  C29 1.089



2.
Formula: C2H8N3OS
Source: OMol25
Level of theory: ωB97M-V/def2-TZVPD

- frontier orbital gap (spin up / spin down) (eV) = 4.09 / 7.03
- lowest unoccupied orbital energy (spin up / spin down) (eV) = -7.952 / -4.632
- 2S+1 = 1
- E_tot (eV) = -19545.122
- total charge = +1
- HOMO level (spin up / spin down) (eV) = -12.04 / -11.67

Last columns: bonded neighbours and bond lengths (Å).
Geometry (Å):
1 C -2.433 0.859 0.194  N4 1.184, O6 1.163
2 C 3.475 2.459 -0.403  S7 1.791, H8 1.184, H9 1.112, H10 1.012
3 N -1.713 -2.671 -0.522  H11 0.963, H12 0.970, H13 0.979
4 N -1.511 0.241 0.606  C1 1.184, N5 1.306
5 N -0.770 -0.707 1.116  N4 1.306, H14 0.999, H15 1.091
6 O -3.254 1.446 -0.383  C1 1.163
7 S 2.665 1.163 0.531  C2 1.791
8 H 3.836 3.286 0.364  C2 1.184
9 H 2.739 2.823 -1.152  C2 1.112
10 H 4.327 2.105 -0.817  C2 1.012
11 H -2.209 -3.238 0.078  N3 0.963
12 H -1.344 -3.334 -1.126  N3 0.970
13 H -2.232 -2.031 -1.049  N3 0.979
14 H -0.686 -0.830 2.103  N5 0.999
15 H -0.891 -1.569 0.460  N5 1.091